C6H11N3O3S | the ωB97M-V functional and the def2-TZVPD basis

The largest force on an atom is 0.11199 Eh/bohr. The value obtained for the calculated total energy is -27844.9716 eV. The frontier orbital gap comes out at 9.17 eV. As for the net charge: 0. The value obtained for the relative energy (zero: lowest compared OMol25 entry of this formula, charge and spin) is 21.95 kcal per mole. The value obtained for the molar mass is 205.239 u. The LUMO energy comes out at 0.27 eV.

Geometry as XYZ:
```
24
C6H11N3O3S | the Open Molecules 2025 dataset | the ωB97M-V functional and the def2-TZVPD basis
S -0.4679 0.5532 2.2727
O 2.1550 0.3206 0.1648
O -1.8682 0.7431 2.0663
O 0.2974 1.6840 2.5860
N -0.0317 0.1662 -0.7627
N -0.4191 0.3784 -2.0173
N 0.2473 -0.7579 2.0820
C -0.5638 -1.9591 1.9642
C 1.1861 0.6967 -0.6916
C 1.5386 1.3592 -1.8828
C -1.1539 -2.4853 3.3398
C 0.3954 1.1664 -2.6525
C 0.2699 1.8836 -4.0334
H -1.4843 0.3258 -2.2821
H -0.6198 2.5254 -3.8601
H -1.4031 -1.8373 1.2827
H -1.9784 -3.0977 3.0914
H 1.2006 2.4550 -4.2541
H 0.1570 -2.8466 1.7160
H -1.4531 -1.6476 3.9211
H 1.8506 0.2029 1.1015
H -0.3318 -2.9876 3.7428
H 0.1086 1.1732 -4.7752
H 2.3686 1.9857 -2.1194
```

Atom-resolved charges from Löwdin, all expressed in e: 0.687, 0.045, -0.261, -0.251, 0.067, -0.012, -0.204, -0.303, -0.423, 0.037, -0.065, -0.328, -0.004, 0.220, 0.085, 0.093, 0.062, 0.089, 0.143, 0.053, 0.077, 0.048, 0.039, 0.106

***

C2H8N2O | the ωB97M-V functional and the def2-TZVPD basis

The largest force on an atom is 0.01950 Eh/bohr. The value obtained for the calculated total energy is -7229.4387 eV. The frontier orbital gap comes out at 10.28 eV. As for the net charge: 0. The value obtained for the relative energy (zero: lowest compared OMol25 entry of this formula, charge and spin) is 66.62 kcal per mole. The value obtained for the molar mass is 76.099 u. The LUMO energy comes out at 1.11 eV.

Geometry as XYZ:
```
13
C2H8N2O | the Open Molecules 2025 dataset | the ωB97M-V functional and the def2-TZVPD basis
O 1.3702 -0.4493 0.5979
N 2.1582 0.7246 0.2401
N -2.1211 -0.1056 -0.7135
C -0.6989 -0.4551 -0.6745
C -0.0156 -0.0860 0.6462
H -2.2198 0.9070 -0.6374
H 2.8225 0.7598 1.0158
H -0.1413 0.9790 0.8804
H -0.5915 -1.5319 -0.8493
H -0.1870 0.0349 -1.5103
H -0.4667 -0.6536 1.4678
H 2.6876 0.3746 -0.5607
H -2.5967 -0.4985 0.0976
```

Atom-resolved charges from Löwdin, all expressed in e: -0.225, 0.034, -0.017, -0.281, -0.243, 0.064, 0.079, 0.112, 0.111, 0.111, 0.114, 0.079, 0.062

***

C9H11N3O3 | the ωB97M-V functional and the def2-TZVPD basis

The largest force on an atom is 0.09281 Eh/bohr. The value obtained for the calculated total energy is -20098.0375 eV. The frontier orbital gap comes out at 7.56 eV. As for the net charge: +2. The value obtained for the relative energy (zero: lowest compared OMol25 entry of this formula, charge and spin) is 17.37 kcal per mole. The value obtained for the molar mass is 209.205 u. The LUMO energy comes out at -7.63 eV.

Geometry as XYZ:
```
26
C9H11N3O3 | the Open Molecules 2025 dataset | the ωB97M-V functional and the def2-TZVPD basis
O -1.9910 2.2126 2.2503
O 1.6559 -0.6617 0.6433
O 1.7145 2.6500 3.4763
N -0.3377 -0.3959 -1.4229
N 1.4264 1.9880 2.5443
N -1.0727 2.9167 0.1415
C -1.0462 1.7554 -0.6547
C -0.1946 0.6967 -0.4215
C -1.1324 -1.5445 -0.7345
C -0.1523 -2.2478 0.2014
C 1.1811 -1.7070 -0.2949
C 0.9711 -0.9778 -1.6330
C 0.6796 0.5026 0.6308
C -1.4670 2.6472 1.3422
C 0.7977 1.4580 1.6940
H -0.5718 3.7935 -0.1618
H 1.9741 -2.4113 -0.5395
H -2.0348 1.5810 -1.1562
H -1.3862 -2.3913 -1.4564
H 0.0104 -3.3285 -0.1119
H 0.6854 -1.8006 -2.3591
H 1.8318 -0.5215 -2.0305
H -0.6223 0.0812 -2.2853
H 1.4801 -0.8530 1.5691
H -2.0900 -1.0976 -0.4862
H -0.3090 -2.3444 1.2553
```

Atom-resolved charges from Löwdin, all expressed in e: 0.375, 0.126, 0.162, -0.002, -0.054, 0.117, -0.071, -0.187, -0.009, -0.050, -0.166, -0.019, -0.090, -0.110, 0.026, 0.232, 0.183, 0.159, 0.173, 0.169, 0.189, 0.160, 0.211, 0.186, 0.147, 0.141

***

C42H102N2O10 | the ωB97M-V functional and the def2-TZVPD basis

The largest force on an atom is 0.04786 Eh/bohr. The value obtained for the calculated total energy is -68660.0319 eV. The frontier orbital gap comes out at 8.22 eV. As for the net charge: 0. The value obtained for the relative energy (zero: lowest compared OMol25 entry of this formula, charge and spin) is 44.84 kcal per mole. The value obtained for the molar mass is 795.282 u. The LUMO energy comes out at 0.42 eV.

Geometry as XYZ:
```
156
C42H102N2O10 | the Open Molecules 2025 dataset | the ωB97M-V functional and the def2-TZVPD basis
O 0.3798 7.7779 -1.7434
O -2.4739 -7.3571 -0.5384
O 2.4428 1.9578 7.3969
O -2.7862 1.5019 5.3778
O -1.7914 1.3250 0.3595
O 5.6700 -2.2430 0.2443
O -2.7728 2.8065 2.7512
O 5.2752 -0.2203 -4.7428
O -0.5594 2.7838 -5.5099
O -2.6242 -0.5832 -1.7314
N -1.5034 -6.5251 -1.1084
N -0.4917 0.7881 0.2140
C -0.3517 6.5605 -1.7064
C 0.5938 3.0769 0.1809
C -3.5452 5.0172 2.2946
C -1.7942 2.1564 -5.9033
C 0.9317 -6.1981 -1.5750
C -4.6191 -0.5345 -0.3955
C -1.1263 -1.0857 1.6170
C -1.0222 6.4576 -0.3060
C 0.1138 0.7648 2.7090
C -0.2065 1.9345 -1.8909
C -4.6698 -1.0929 -2.8558
C -1.6613 4.5814 3.9353
C 3.8901 3.5070 6.2820
C -2.9743 4.0896 3.3540
C 1.7309 0.9775 -0.7440
C 2.2231 0.2564 0.4883
C 3.3822 1.3030 -4.8895
C 6.5065 -3.2576 -0.3862
C -0.1698 -8.4195 -1.7322
C -1.7392 -0.5609 5.9823
C 5.5354 -4.1516 -1.1917
C -1.5353 1.4937 7.4622
C 3.9083 -0.1036 -5.1534
C 0.4022 1.6968 -0.5145
C -1.8335 -4.5439 0.4509
C 7.5852 -2.5688 -1.2120
C 0.1113 -7.3074 0.5537
C -1.4434 6.5682 -2.7658
C 1.2178 -0.7411 1.0193
C -2.8169 3.2626 -6.0448
C -2.1462 1.0359 -4.9497
C -1.8024 -5.0908 -0.9708
C -0.7165 -4.3636 -1.7729
C 3.1013 -1.1684 -4.4403
C -0.1398 -7.0980 -0.9442
C -3.9991 -0.2861 -1.7670
C -1.6404 0.9715 6.0412
C 2.1784 2.1394 5.0210
C -3.0987 -4.8015 -1.7436
C -0.0908 0.0138 1.3896
C 3.1735 2.1771 6.1673
C 0.7009 -4.7109 -1.3431
H -2.3566 -3.5845 0.4697
H 6.0302 -4.5478 -2.0829
H -0.2677 -9.2974 -1.0893
H 8.0608 -1.8164 -0.5865
H -3.1492 -5.4923 -2.5907
H 2.6615 2.3946 4.0689
H -5.7056 -0.7847 -3.0149
H 3.2256 -0.1510 0.3300
H 5.7820 0.3791 -5.2999
H -1.7504 1.9899 1.0732
H -0.7664 1.0249 8.0659
H -3.9471 -5.1932 -1.1636
H 4.6760 -3.5673 -1.5091
H -3.5450 6.0232 2.7236
H 1.8630 -6.5660 -1.1426
H 4.3173 3.6809 7.2660
H 1.4315 -4.1002 -1.8833
H -2.8553 3.8222 -5.1058
H -4.1571 -1.0845 -3.8177
H -0.4997 1.0038 -2.3762
H 8.2673 -3.3747 -1.4990
H -4.3257 -1.5674 -0.1691
H -0.3057 6.7942 0.4493
H -4.5881 4.7734 2.0927
H 5.3465 -1.6275 -0.4224
H -1.7900 5.4835 4.5374
H 2.0531 -1.0512 -4.7284
H -4.1547 0.7709 -2.0339
H 0.2476 3.1044 1.2156
H 3.8474 1.3207 6.0414
H -1.0839 2.5762 -1.7414
H -3.1714 -7.4798 -1.1918
H 7.2201 -2.0886 -2.1206
H -5.6987 -0.4354 -0.2940
H 1.4163 2.9152 5.1325
H 2.3814 1.0488 1.2372
H -2.0690 5.6774 -2.6699
H -2.0561 7.4696 -2.7795
H -3.6846 3.9987 4.1847
H 1.7873 1.2842 7.1913
H 5.2202 -4.9970 -0.5826
H 2.3903 1.3933 -5.3315
H 0.9443 -4.4515 -0.3043
H -2.4201 -5.2056 1.0933
H 3.1413 4.2902 6.1290
H -2.6748 1.3694 -4.0523
H 3.3620 -2.1434 -4.8553
H -0.9978 -8.4984 -2.4379
H -1.2448 0.5694 -4.5518
H -2.5277 3.9997 -6.7943
H 0.0018 3.8016 -0.3729
H -1.3790 -1.5450 0.6591
H 0.1536 2.1415 -5.5520
H -4.7681 -2.1523 -2.5876
H -0.9451 4.7856 3.1338
H 0.2672 5.6670 -1.8029
H 1.5978 -1.1784 1.9405
H 0.9875 -1.4441 0.2168
H -1.3217 5.4336 -0.0991
H -0.6822 1.1114 5.5239
H -1.8593 7.1558 -0.2303
H -2.6062 2.1986 3.4886
H -1.0215 6.5218 -3.7753
H 0.3145 2.5186 -2.6568
H -0.1600 -6.4519 1.1723
H -0.4997 -8.1342 0.9141
H -2.7398 -0.9149 6.2542
H -2.1776 -0.0409 -1.0652
H 1.7502 1.1518 4.8636
H -1.4066 2.5808 7.4064
H -2.7808 0.3215 -5.4765
H 0.5553 0.0630 3.4258
H -0.8310 -1.8590 2.3243
H -3.2210 -3.7577 -2.0082
H 0.7086 -8.5542 -2.3679
H 1.1751 -7.4688 0.7504
H -1.2046 3.8209 4.5738
H 4.0139 2.1131 -5.2620
H 6.8854 -3.6896 0.5406
H -2.9873 5.0140 1.3624
H -0.8433 -4.3924 0.8742
H 0.8533 1.5589 2.6328
H 4.6258 3.6004 5.4845
H -4.1491 0.0945 0.3625
H 1.6510 0.2468 -1.5609
H -2.0625 -0.6334 1.9615
H -1.6281 1.7684 -6.9186
H -3.3292 1.9176 6.0546
H 3.2327 -1.1286 -3.3612
H 0.9234 -6.2827 -2.6653
H -2.5185 1.4119 7.9439
H 3.3930 1.4754 -3.8093
H -0.7729 -4.5173 -2.8516
H -0.8646 -3.2975 -1.5645
H -1.6434 -0.9175 4.9541
H -1.0195 -1.0324 6.6526
H -0.8186 1.0481 3.1952
H 2.5561 1.6047 -1.0935
H 1.6359 3.3974 0.1778
H -3.7816 2.8427 -6.3273
H 0.1066 8.3248 -1.0056
H 3.8463 -0.3203 -6.2283
```

Atom charges from the Löwdin analysis, given in e for atoms 1 to 99: -0.046, -0.015, -0.063, -0.049, -0.029, -0.102, -0.075, -0.055, -0.069, -0.059, -0.132, -0.088, -0.470, 0.008, -0.040, -0.489, -0.138, -0.044, -0.032, -0.069, -0.031, -0.039, -0.057, -0.049, -0.051, -0.481, -0.147, -0.182, -0.047, -0.450, -0.030, -0.047, -0.044, -0.046, -0.502, -0.476, -0.027, -0.059, -0.023, -0.064, -0.113, -0.054, -0.050, -0.511, -0.137, -0.055, -0.485, -0.515, -0.488, -0.076, -0.028, -0.492, -0.476, -0.191, 0.069, 0.073, 0.077, 0.079, 0.088, 0.086, 0.082, 0.107, 0.085, 0.077, 0.082, 0.084, 0.067, 0.084, 0.117, 0.080, 0.105, 0.078, 0.067, 0.071, 0.081, 0.078, 0.082, 0.082, 0.065, 0.083, 0.080, 0.131, 0.066, 0.135, 0.083, 0.099, 0.079, 0.079, 0.085, 0.107, 0.076, 0.081, 0.132, 0.062, 0.072, 0.065, 0.103, 0.090, 0.082